C45H44As2N3Pt | ωB97M-V/def2-TZVPD

XYZ file:
```
95
Properties=species:S:1:pos:R:3:forces:R:3
Pt -0.15647 0.25114 0.45927 -0.29 1.43 0.10
C -1.14563 -2.65642 2.07583 -0.02 -0.24 -0.14
C -1.22263 -1.64687 3.19761 -0.11 0.12 0.14
As 0.13343 -0.30444 2.79312 0.66 -0.72 -0.33
C 0.06177 0.86133 4.31885 -0.14 0.12 -0.04
C 1.20425 1.12077 5.06590 -0.02 0.07 0.04
C 1.09947 1.84005 6.24903 0.02 0.02 -0.03
C -0.13633 2.29595 6.68248 -0.02 -0.01 0.00
C -1.27246 2.05975 5.92011 0.00 0.02 -0.02
C -1.17514 1.34680 4.73517 0.02 0.08 -0.01
C 1.76314 -1.31487 3.11234 -0.05 0.05 0.14
C 1.85271 -2.29295 4.10016 0.00 0.03 0.03
C 3.03338 -2.99790 4.28004 0.01 0.01 -0.01
C 4.13715 -2.72147 3.48315 -0.01 0.00 0.00
C 4.05780 -1.73714 2.51012 -0.01 0.01 0.01
C 2.87200 -1.03796 2.32316 0.05 0.01 -0.05
As -1.42809 -1.67702 0.39898 -0.52 -0.07 0.46
C -3.30432 -1.24623 0.60155 0.05 -0.15 -0.12
C -4.24808 -2.26885 0.68888 -0.04 0.01 0.08
C -5.58758 -1.96110 0.86284 0.00 0.04 -0.01
C -5.98922 -0.63228 0.94987 0.00 -0.04 0.01
C -5.04972 0.38362 0.87844 0.04 0.01 -0.02
C -3.70439 0.07779 0.70261 -0.06 0.09 0.00
C -1.40552 -3.07175 -0.90847 0.20 -0.04 -0.11
C -0.37914 -4.01225 -0.86271 0.00 -0.04 -0.09
C -0.38930 -5.08445 -1.74223 0.00 0.03 0.01
C -1.41818 -5.21245 -2.66570 -0.01 -0.01 -0.01
C -2.42801 -4.26298 -2.72156 -0.01 0.02 -0.04
C -2.42288 -3.18585 -1.84654 0.05 -0.03 -0.11
H -1.90402 -3.43937 2.11604 -0.04 0.05 0.14
H -0.16388 -3.13431 2.06289 -0.02 -0.02 -0.12
H -1.03062 -2.05633 4.18842 0.02 -0.11 -0.05
H -2.20240 -1.16530 3.22863 0.04 0.07 0.00
H 2.17270 0.76577 4.73779 -0.01 -0.07 0.01
H 1.98736 2.03887 6.83448 0.00 0.00 0.00
H -0.21584 2.83658 7.61618 0.01 0.02 -0.01
H -2.23492 2.42882 6.24862 0.00 0.00 0.00
H -2.06534 1.18119 4.13866 0.00 -0.06 0.01
H 1.00997 -2.50826 4.74568 -0.01 0.00 -0.01
H 3.09486 -3.75799 5.04772 0.00 0.00 -0.01
H 5.05817 -3.27119 3.62570 0.00 0.00 0.00
H 4.91880 -1.51395 1.89272 0.00 0.00 0.00
H 2.80874 -0.27924 1.55327 -0.04 -0.03 -0.02
H -3.94691 -3.30858 0.62743 0.02 0.01 -0.06
H -6.31796 -2.75705 0.92423 -0.01 0.01 0.01
H -7.03675 -0.39276 1.07711 0.00 0.00 0.00
H -5.35961 1.41817 0.95023 0.00 0.00 0.00
H -2.96561 0.86936 0.64849 0.01 -0.02 -0.05
H 0.43199 -3.91673 -0.15021 -0.02 0.02 0.03
H 0.40188 -5.82135 -1.70347 0.00 0.00 0.00
H -1.43213 -6.05500 -3.34455 0.00 0.00 0.00
H -3.22582 -4.35951 -3.44671 0.02 0.00 0.00
H -3.21112 -2.44715 -1.89748 -0.03 0.03 0.01
N 1.99034 0.15860 -0.79586 0.19 0.10 0.15
C 3.09378 0.21205 -1.14305 0.01 -0.01 -0.13
N 4.34245 0.27858 -1.53446 0.01 -0.01 0.10
C 4.82305 -0.41857 -2.73310 -0.03 0.01 0.06
C 5.42021 0.58604 -3.70690 0.00 0.00 -0.02
C 6.49022 1.43161 -3.01840 -0.01 -0.01 0.01
C 5.91427 2.13828 -1.79245 0.01 0.01 0.01
C 5.30966 1.12903 -0.82801 -0.02 -0.05 -0.04
H 3.99023 -0.97011 -3.16524 0.00 0.01 -0.02
H 5.58288 -1.14216 -2.41942 0.00 -0.01 -0.02
H 4.62308 1.23547 -4.07937 0.00 -0.01 -0.02
H 5.83552 0.05092 -4.56224 0.01 0.01 0.00
H 6.89964 2.16212 -3.71601 0.00 0.00 0.00
H 7.32022 0.78692 -2.70955 0.01 0.01 -0.01
H 5.13777 2.84229 -2.10398 0.00 0.01 0.02
H 6.68541 2.70853 -1.27204 0.00 0.00 -0.02
H 4.79919 1.60959 0.00503 0.00 0.02 -0.01
H 6.09296 0.48124 -0.41906 0.00 0.01 0.01
N -0.72062 1.65978 -0.73470 0.00 -0.88 -0.09
C -1.36844 2.08481 -1.72953 0.22 0.17 0.19
C -1.72074 1.21168 -2.88713 -0.13 0.01 0.13
C -0.79466 0.29797 -3.38205 0.07 0.10 -0.01
C -1.12058 -0.49387 -4.47081 -0.04 -0.07 0.00
C -2.38009 -0.40211 -5.04978 0.00 -0.07 -0.02
C -3.31162 0.49558 -4.54883 0.05 0.07 0.06
C -2.97666 1.31368 -3.47828 -0.08 -0.09 -0.05
C -1.79032 3.51890 -1.74457 0.04 -0.10 -0.19
C -2.14897 4.14344 -0.55474 -0.02 0.05 0.04
C -2.57903 5.46094 -0.56286 0.03 -0.01 0.00
C -2.64421 6.16369 -1.75845 0.00 0.01 -0.01
C -2.26606 5.55091 -2.94514 0.02 -0.03 0.01
C -1.84453 4.22995 -2.93998 0.00 0.07 -0.02
H 0.19292 0.25015 -2.93909 -0.04 -0.05 0.08
H -0.38839 -1.18128 -4.87382 0.00 -0.02 0.00
H -2.63372 -1.02611 -5.89771 0.02 0.01 0.01
H -4.29098 0.57661 -5.00162 -0.01 -0.02 0.01
H -3.69497 2.02936 -3.09895 0.01 0.01 0.01
H -2.09127 3.58760 0.37257 -0.01 -0.01 -0.01
H -2.86304 5.93999 0.36485 -0.02 0.00 0.00
H -2.99184 7.18836 -1.76674 0.02 0.01 0.01
H -2.29918 6.09963 -3.87700 -0.01 0.01 0.01
H -1.54746 3.75322 -3.86571 -0.04 -0.01 0.01
```
Forces are in eV/Å.

E_tot in eV: -176767.617
Energy relative to the best compared isomer or geometry (same formula, charge and spin) in kcal/mol: 0.00
Frontier orbital gap in eV: 7.5
HOMO level in eV: -10.48
Net charge: +1
2S+1: 1
Lowest unoccupied orbital energy in eV: -3.03

These are the Mulliken partial charges, in e, on atoms 1 to 5: number 1, Pt, carries 2.18; number 2, C, carries -1.37; number 3, C, carries -1.29; number 4, As, carries 0.61; number 5, C, carries 0.44



C23H41IP2Rh | ωB97M-V/def2-TZVPD

XYZ file:
```
68
Properties=species:S:1:pos:R:3:forces:R:3
Rh 0.18571 -0.40277 2.59097 3.64 6.14 -8.67
C -1.49416 -0.74135 3.77800 -2.10 -1.17 1.71
C -1.14445 -1.90254 3.01133 -1.91 -2.05 1.05
C 0.68118 -1.30246 4.30049 0.31 -0.87 2.31
C -0.37538 -0.36635 4.56054 -0.86 -0.47 2.65
C 0.20888 -2.26749 3.33997 -0.65 -1.75 0.75
C -2.87463 -0.17449 3.97465 -0.08 0.10 -0.20
H -3.48696 -0.24786 3.06564 0.14 0.06 0.27
H -2.82076 0.87937 4.27857 -0.14 -0.29 -0.18
H -3.40709 -0.71825 4.77880 0.31 0.15 -0.35
C -0.37734 0.72539 5.58157 0.10 -0.22 0.05
H -1.26794 1.34291 5.48379 0.12 0.06 0.04
H 0.49655 1.37205 5.48132 -0.03 0.03 0.21
H -0.37055 0.29403 6.58576 0.02 0.09 0.00
C 2.02879 -1.27054 4.93718 -0.23 -0.15 -0.10
H 2.02340 -1.79784 5.88964 0.05 -0.02 0.09
H 2.33262 -0.24235 5.10610 0.20 0.09 0.19
H 2.75149 -1.74418 4.28207 0.28 -0.03 0.03
C 1.03347 -3.33321 2.69657 0.12 -0.05 -0.14
H 1.10090 -4.25181 3.28891 -0.09 0.13 -0.03
H 2.05472 -2.95154 2.55831 -0.18 -0.29 -0.09
H 0.61166 -3.58091 1.71429 0.19 -0.06 0.23
C -2.09320 -2.67116 2.13369 0.27 0.06 0.09
H -2.40262 -3.60079 2.62496 0.04 0.12 -0.11
H -1.60885 -2.92357 1.18346 -0.25 -0.06 0.11
H -2.98989 -2.07664 1.93580 0.16 -0.22 -0.03
C -0.76039 2.27696 0.95968 0.14 -0.11 0.84
C -1.81365 1.45331 1.02915 0.08 -0.25 0.88
C -2.25964 0.35418 0.12191 -0.75 -0.29 -0.36
C -1.22837 -0.45595 -0.66503 -0.71 -0.14 -0.55
C -0.01089 -0.90481 0.04532 1.76 0.41 0.04
C 1.10523 -0.12775 0.29103 -0.65 -1.52 -0.81
C 1.38102 1.26663 -0.17158 0.09 0.19 0.15
C 0.31187 2.35835 -0.08057 -0.18 1.01 -0.35
H -2.95224 0.77842 -0.64146 0.14 -0.24 0.58
H -0.92092 0.08960 -1.58142 -0.13 -0.32 0.74
H -2.84941 -0.36165 0.74199 0.26 0.61 -0.49
H -0.18035 2.51948 -1.05927 0.35 -0.17 0.37
H -0.64000 3.00825 1.77286 -0.33 -0.33 -0.31
H -2.45400 1.53355 1.92086 0.24 0.35 -0.48
H 0.87546 3.28163 0.15715 -0.37 -0.25 -0.47
H 2.26095 1.59512 0.40172 -0.03 0.06 -0.30
H 2.02757 -0.69834 0.47543 -0.33 0.18 0.23
H 1.68529 1.21977 -1.23167 0.15 -0.19 0.35
H -1.75630 -1.36527 -1.01456 0.20 0.46 0.05
H 0.15489 -1.98759 0.00318 0.02 0.32 0.62
P -0.30894 1.29255 -3.48856 -0.32 1.58 -2.48
C -0.36929 3.11777 -3.85881 -0.37 -0.01 0.46
C -1.51900 0.93488 -4.87069 -0.39 -0.09 0.49
P 1.92038 -0.48888 -4.20863 0.97 0.07 -2.30
C 1.11062 1.09702 -4.64041 0.11 -0.30 0.53
C 1.43215 -1.33007 -5.81421 -0.29 -0.56 0.32
C 3.49536 -0.02823 -5.09394 0.42 -0.12 0.46
H 0.49706 3.62247 -3.43834 0.05 0.10 0.12
H -1.27584 3.56274 -3.44994 -0.03 0.20 -0.07
H -0.35354 3.22823 -4.94996 0.00 0.15 0.33
H -1.27674 1.60711 -5.70306 -0.14 -0.26 0.19
H -2.53244 1.14482 -4.53605 -0.20 -0.07 -0.07
H -1.46897 -0.09471 -5.21992 -0.01 -0.09 0.09
H 3.24708 0.29626 -6.11784 0.23 -0.06 0.49
H 4.13273 -0.91599 -5.13392 0.13 0.21 -0.11
H 4.02365 0.77706 -4.58583 0.14 -0.05 0.08
H 1.80485 1.93884 -4.54490 -0.03 -0.21 0.16
H 0.74895 1.05198 -5.68083 0.25 0.23 0.42
H 2.03549 -2.23692 -5.89516 -0.13 -0.06 -0.12
H 1.68228 -0.67121 -6.65883 -0.20 -0.26 0.33
H 0.38176 -1.60552 -5.88264 -0.08 -0.10 0.10
I 1.82072 1.82025 3.13534 0.54 0.60 -0.03
```
Forces are in eV/Å.

E_tot in eV: -54191.103
Energy relative to the best compared isomer or geometry (same formula, charge and spin) in kcal/mol: 4.92
Frontier orbital gap (spin up / spin down) in eV: 7.3 / 4.8
HOMO level (spin up / spin down) in eV: -9.27 / -11.28
<S²>: 6.013
Net charge: +1
2S+1: 5
Lowest unoccupied orbital energy (spin up / spin down) in eV: -1.97 / -6.46

These are the Mulliken partial charges, in e, on atoms 1 to 5: number 1, Rh, carries 0.10; number 2, C, carries 0.27; number 3, C, carries 0.72; number 4, C, carries 0.89; number 5, C, carries 0.50



C10H16CeClLuTe | ωB97M-V/def2-TZVPD

XYZ file:
```
30
Properties=species:S:1:pos:R:3:forces:R:3
Lu 0.15228 -0.02050 0.35254 -0.27 0.16 2.07
Cl -0.37334 2.00483 -1.14931 -0.11 0.76 -0.07
C -1.97485 -0.21539 0.73599 0.14 -0.29 -0.16
H -1.85524 -0.69058 1.71298 -0.62 -0.13 0.29
H -2.48248 -0.84397 0.01825 -0.47 -0.23 0.03
H -2.37451 0.78645 0.81808 -0.40 -0.04 0.15
Ce 0.50921 0.27548 -2.85086 -0.62 -0.40 0.38
C 2.58642 0.85006 -3.28833 0.18 -0.09 -0.35
C -0.87286 0.08261 -4.53811 0.13 -0.04 -0.30
C 0.35492 -1.37690 -1.39221 0.34 0.48 -1.19
H -1.14883 -0.96361 -4.40447 -0.44 0.00 -0.54
H -1.62456 0.84062 -4.34002 -0.38 -0.10 -0.54
H -0.12746 0.29486 -5.31028 -0.65 -0.09 -0.60
H 3.10459 -0.02183 -2.88922 0.68 0.23 -0.18
H 2.46820 0.87904 -4.37796 0.83 0.21 0.02
H 2.72479 1.80099 -2.78104 0.59 0.08 -0.17
H -0.50308 -2.04195 -1.54908 0.63 -0.48 0.30
H 1.42140 -1.65624 -1.33104 -0.21 -0.88 -0.05
Te 0.16833 2.08680 2.18971 0.64 1.41 0.46
C -0.07945 0.72130 3.74196 -0.09 -0.57 0.74
C -1.31826 0.65259 4.42515 0.84 -0.37 -0.04
C -1.46292 -0.22930 5.49766 0.15 0.05 -0.10
C -0.39557 -1.04094 5.90146 0.09 0.17 -0.23
C 0.82673 -0.97294 5.22297 -0.14 -0.09 0.10
C 0.99737 -0.10001 4.14790 -0.90 0.12 0.04
H -2.13888 1.29116 4.10330 0.15 -0.17 0.10
H -2.41528 -0.27748 6.02626 0.23 -0.02 -0.11
H -0.51658 -1.72179 6.74466 0.04 0.18 -0.23
H 1.65970 -1.60201 5.53894 -0.21 0.12 -0.05
H 1.94471 -0.03373 3.61332 -0.15 0.00 0.24
```
Forces are in eV/Å.

E_tot in eV: -76988.595
Energy relative to the best compared isomer or geometry (same formula, charge and spin) in kcal/mol: 24.57
Frontier orbital gap (spin up / spin down) in eV: 6.4 / 6.4
HOMO level (spin up / spin down) in eV: -7.08 / -7.08
2S+1: 1
Lowest unoccupied orbital energy (spin up / spin down) in eV: -0.70 / -0.70

These are the Mulliken partial charges, in e, on atoms 1 to 5: number 1, Lu, carries 0.92; number 2, Cl, carries -0.45; number 3, C, carries -1.34; number 4, H, carries 0.37; number 5, H, carries 0.44



C3H10NO2 | ωB97M-V/def2-TZVPD

XYZ file:
```
16
Properties=species:S:1:pos:R:3:forces:R:3
C 1.05632 0.25302 1.15746 0.12 1.31 -0.10
C 1.01604 0.43471 -0.36052 -1.54 -1.46 0.10
C -0.47826 0.40593 -0.82275 -0.69 0.25 -0.30
O -1.12048 -0.77396 -0.83871 0.21 -0.66 0.30
N 2.32456 -0.17569 1.73234 0.50 -0.64 0.45
H 0.31488 -0.43611 1.56513 -0.31 0.09 -0.68
H 0.78357 1.27580 1.47210 0.17 -0.46 0.71
H 1.36041 1.41503 -0.67181 0.75 0.06 0.01
H 1.48167 -0.42077 -0.86885 0.31 0.34 -0.09
H -0.49301 0.87066 -1.84706 0.13 0.27 0.24
H -0.98421 1.14336 -0.12657 0.10 0.14 -0.31
H 3.01043 0.48082 2.05412 -0.21 0.71 -0.15
H 2.80011 -0.78968 1.09684 0.09 -0.28 -0.23
H -4.34897 -1.60189 -0.90732 0.09 -0.32 0.31
H -2.88314 -1.10228 -1.21845 0.63 0.39 0.31
O -3.83992 -0.97894 -1.41597 -0.38 0.24 -0.56
```
Forces are in eV/Å.

E_tot in eV: -8857.968
Energy relative to the best compared isomer or geometry (same formula, charge and spin) in kcal/mol: 19.04
Frontier orbital gap in eV: 6.9
HOMO level in eV: -2.71
Net charge: -1
2S+1: 1
Lowest unoccupied orbital energy in eV: 4.21

These are the natural (NBO) partial charges, in e, on atoms 1 to 5: number 1, C, carries -0.23; number 2, C, carries -0.46; number 3, C, carries 0.01; number 4, O, carries -0.98; number 5, N, carries -0.87



CH6N2O2 | ωB97M-V/def2-TZVPD

XYZ file:
```
11
Properties=species:S:1:pos:R:3:forces:R:3
N 3.45798 0.67863 0.20305 -3.22 -1.82 3.61
C 2.19098 0.25052 0.65854 2.77 2.41 -4.38
N 1.34832 0.26164 -0.35127 3.00 1.22 1.42
O -4.05043 -0.82579 0.64229 -1.01 -2.06 0.23
H -2.91479 -0.15999 0.23146 3.02 1.93 -2.08
H 4.14378 0.41864 0.85731 1.56 -0.14 1.05
H 0.70346 -0.43361 -0.29574 -3.94 -2.33 -0.11
H 3.82203 0.83285 -0.70428 -0.47 0.74 -1.63
H -4.06796 -1.77208 0.28777 -0.07 1.32 0.46
H -2.56220 0.41903 -1.18426 0.59 0.14 0.31
O -2.07116 0.33017 -0.34487 -2.22 -1.42 1.10
```
Forces are in eV/Å.

E_tot in eV: -8193.844
Energy relative to the best compared isomer or geometry (same formula, charge and spin) in kcal/mol: 160.99
Frontier orbital gap (spin up / spin down) in eV: 7.3 / 4.2
HOMO level (spin up / spin down) in eV: -13.53 / -13.59
<S²>: 1.781
Net charge: +1
2S+1: 2
Lowest unoccupied orbital energy (spin up / spin down) in eV: -6.23 / -9.38

These are the natural (NBO) partial charges, in e, on atoms 1 to 5: number 1, N, carries -0.52; number 2, C, carries 0.50; number 3, N, carries -0.25; number 4, O, carries -0.35; number 5, H, carries 0.46



C8H6Br2O2S | ωB97M-V/def2-TZVPD

XYZ file:
```
19
Properties=species:S:1:pos:R:3:forces:R:3
C -0.15400 -0.63778 -1.61005 -0.60 -0.04 -0.02
C 0.03776 0.19821 1.55544 -0.40 -0.49 -0.06
C -1.37909 -0.18708 -1.33861 0.39 -0.36 -0.61
C -1.40863 0.21833 1.17073 -0.19 0.07 -0.09
C 0.93432 -0.96893 -0.68292 0.13 0.05 -0.02
C 0.97978 -0.73317 0.81262 0.09 -0.02 0.10
C -1.93753 0.13109 -0.05065 -0.54 -0.24 0.84
C 1.84942 0.06243 -0.09689 0.26 0.15 0.28
O 0.38024 2.02480 -1.08734 -0.46 0.50 -0.54
O 0.54659 1.52896 1.41466 0.53 0.68 -0.15
S 1.30862 1.83403 -0.00327 0.66 -0.43 0.71
Br -3.83920 0.40014 -0.13938 0.11 0.01 -0.01
Br 3.75053 -0.05932 -0.16713 -0.03 -0.17 0.00
H 0.09299 -0.83057 -2.64550 -0.06 0.03 -0.10
H 0.09851 -0.02516 2.62785 0.05 0.05 -0.26
H -2.04972 -0.03330 -2.17124 0.03 0.03 -0.07
H -2.06093 0.48413 1.99097 -0.13 -0.04 -0.04
H 1.45377 -1.87563 -0.99429 0.07 0.17 0.16
H 1.39660 -1.53120 1.41498 0.10 0.05 -0.12
```
Forces are in eV/Å.

E_tot in eV: -163405.546
Energy relative to the best compared isomer or geometry (same formula, charge and spin) in kcal/mol: 3.09
Frontier orbital gap in eV: 8.9
HOMO level in eV: -8.99
2S+1: 1
Lowest unoccupied orbital energy in eV: -0.06

These are the natural (NBO) partial charges, in e, on atoms 1 to 5: number 1, C, carries -0.11; number 2, C, carries 0.05; number 3, C, carries -0.26; number 4, C, carries -0.24; number 5, C, carries -0.28